# 1
A molecular structure, C7H14OsPS at a distorted geometry. Source: OMol25; level of theory: wB97M-V/def2-TZVPD.

Calculated values
- total energy (eV) = -30061.96349
- multiplicity = 5
- M (g/mol) = 351.460
- max |F| (eV Å⁻¹) = 6.3
- net charge = +1
- ΔE to the lowest compared entry with this formula, charge and spin (kcal/mol) = 79.2

Atoms and positions in Å:
C: -0.3056 0.1455 -2.3129
C: -1.3698 -0.6986 -2.7488
C: -1.0469 -2.0276 -2.3562
C: 0.2985 -2.0763 -1.9218
C: 0.7384 -0.7229 -1.7174
Os: 0.6464 1.2449 1.0504
P: -0.5304 2.8150 0.0464
H: -0.2634 1.2352 -2.3235
H: -2.3305 -0.3343 -3.1326
H: -1.6625 -2.8844 -2.6143
H: 1.6820 -0.4233 -1.2948
H: 0.7617 -2.9588 -1.5116
H: -1.7916 2.9078 0.7321
H: -0.9799 2.9668 -1.3093
H: 0.0965 4.0855 0.2667
C: 1.3092 -1.4992 1.7236
S: -0.2208 -0.5935 1.5316
C: -0.0309 0.8269 2.9511
H: 1.7433 -1.6811 0.7346
H: 0.9156 -2.4479 2.1177
H: 2.0348 -1.0693 2.4307
H: 0.2403 0.2585 3.8427
H: 0.9621 1.4602 2.7318
H: -0.8966 1.4708 3.0836

Atomic partial charges in e from the Mulliken method, atoms 1 to 4: atom 1 (C): -0.455, atom 2 (C): -0.720, atom 3 (C): -0.189, atom 4 (C): -0.749

# 2
A molecular structure, C7H14S at a distorted geometry. Source: OMol25; level of theory: wB97M-V/def2-TZVPD.

Calculated values
- total energy (eV) = -18316.58452
- M (g/mol) = 130.256
- max |F| (eV Å⁻¹) = 7.2
- ΔE to the lowest compared entry with this formula, charge and spin (kcal/mol) = 109.4

Atoms and positions in Å:
C: -1.2821 -0.1196 1.4331
C: -0.6393 -0.0784 -0.0180
C: -1.0151 -1.2862 -0.9780
C: -1.1781 1.1432 -0.5274
C: 0.6887 0.3203 -0.2035
C: 1.5025 0.9549 0.9064
C: 1.5948 -0.7711 -0.7057
H: -0.8077 0.6707 2.0544
H: -1.0700 -1.0248 2.2224
H: -2.4226 0.1570 1.2211
H: -0.4675 -2.2045 -0.6555
H: -0.3900 -1.0420 -1.9046
H: -2.0740 -1.3936 -1.0162
H: -1.8728 0.9471 -1.2840
H: -1.7297 1.9219 0.2224
H: 1.3214 0.1868 1.7812
H: 1.2492 2.1581 1.1169
H: 2.6666 0.7813 0.6407
H: 1.5238 -1.8943 -0.1804
H: 1.2860 -0.7451 -1.8827
H: 2.7742 -0.3728 -0.8662
S: 0.3419 1.6911 -1.3763

Atomic partial charges in e from the Mulliken method, atoms 1 to 4: atom 1 (C): -1.528, atom 2 (C): 1.342, atom 3 (C): -1.322, atom 4 (C): -1.191

# 3
C7H15BNOP in the gas phase at a distorted geometry. Source: OMol25; level of theory: wB97M-V/def2-TZVPD.

Calculated values
- total energy (eV) = -21005.83941
- M (g/mol) = 170.989
- max |F| (eV Å⁻¹) = 3.5
- ΔE to the lowest compared entry with this formula, charge and spin (kcal/mol) = 0.0

Atoms and positions in Å:
B: -0.7554 -1.3779 0.4345
C: 1.0845 1.5122 1.6778
C: 0.8819 1.6263 0.0581
C: 0.8465 0.0413 1.9766
C: 0.8592 0.1458 -0.3779
C: -0.2701 -0.1804 -1.4558
C: -1.5703 -2.2481 1.5089
C: -1.2584 0.8513 -1.8696
N: 0.3296 -0.5865 0.7654
O: -1.0555 -1.2546 -0.9623
P: 0.4180 -0.9616 -3.0484
H: 2.0207 1.8116 2.0017
H: 0.2946 2.1261 2.1604
H: -0.0659 2.0257 -0.0956
H: 1.6078 2.2848 -0.3906
H: 1.8812 -0.4418 2.3915
H: 0.0439 -0.1743 2.6742
H: 1.8344 -0.0844 -0.6959
H: -1.7080 -1.5490 2.3086
H: -1.0209 -3.0776 1.8295
H: -2.5874 -2.5429 1.0770
H: -1.6886 0.6283 -2.8546
H: -0.7443 1.8140 -2.0390
H: -2.1583 0.9126 -1.1862
H: 1.6144 -1.4946 -2.5376
H: 1.1666 0.1938 -3.3507

Atomic partial charges in e from the Mulliken method, atoms 1 to 4: atom 1 (B): 0.460, atom 2 (C): -0.706, atom 3 (C): -0.987, atom 4 (C): -0.496

# 4
A gas-phase ion, C7H15Cl2N2O3P2 (charge +1) at a distorted geometry. Source: OMol25; level of theory: wB97M-V/def2-TZVPD.

Calculated values
- total energy (eV) = -60239.36005
- M (g/mol) = 308.062
- max |F| (eV Å⁻¹) = 4.6
- net charge = +1

Atoms and positions in Å:
C: -1.2680 -0.4618 1.6912
N: -0.4899 -1.2921 0.7365
C: 0.9338 -1.4628 1.1522
C: 1.6994 -0.1419 1.1185
P: 3.5115 -0.5009 0.6246
O: 3.8767 0.6748 -0.4353
Cl: 4.4906 0.1259 2.3069
O: 1.0962 0.9153 0.3947
C: 0.3494 0.5917 -0.7567
C: -0.4855 1.8264 -1.0995
C: -1.3170 2.3346 0.0410
O: -2.4362 2.1510 0.1892
Cl: -0.4563 3.3352 1.2385
C: -0.4356 -0.7366 -0.6825
P: -2.0883 -0.7341 -1.5351
N: -1.9403 -0.3972 -3.0583
H: -1.4870 -1.0709 2.5556
H: -2.2036 -0.1139 1.2845
H: -0.7081 0.3890 2.0371
H: -0.9103 -2.2183 0.6670
H: 1.4124 -2.2371 0.5704
H: 0.9240 -1.8286 2.1680
H: 1.7576 0.2041 2.1401
H: 3.6940 0.3294 -1.3229
H: 1.0382 0.4945 -1.5869
H: -1.0523 1.7015 -2.0151
H: 0.2409 2.6002 -1.2996
H: 0.1386 -1.4746 -1.2228
H: -2.9545 0.1887 -0.9237
H: -2.6626 -2.0165 -1.3622
H: -2.2678 -1.1752 -3.6156

Atomic partial charges in e from the Mulliken method, atoms 1 to 4: atom 1 (C): -0.877, atom 2 (N): 0.023, atom 3 (C): -1.094, atom 4 (C): -0.006

# 5
2 unconnected molecules or ions with the total composition C7H15Cl4IO2PS at a distorted geometry. Source: OMol25; level of theory: wB97M-V/def2-TZVPD.

Calculated values
- total energy (eV) = -89903.92134
- M (g/mol) = 462.952
- max |F| (eV Å⁻¹) = 1.2
- net charge = +1

Atoms and positions in Å:
C: 2.4653 -1.0239 -0.2456
C: 1.8427 0.2262 0.3619
C: 2.8025 0.9454 1.3208
C: 1.2149 1.1438 -0.6870
C: 2.2033 1.8516 -1.5968
C: 0.3451 2.1836 -0.0130
O: -0.8154 1.5464 0.6446
S: -2.0722 1.4205 -0.3420
P: -3.9071 1.1444 0.9073
O: -4.0091 -0.4471 1.1083
I: -3.0876 2.0392 3.0031
H: 1.8816 -1.4060 -1.0740
H: 2.4604 -1.7897 0.5214
H: 3.5029 -0.8814 -0.5256
H: 1.0254 -0.1256 0.9870
H: 3.5927 0.2785 1.6320
H: 3.2084 1.8542 0.8977
H: 2.2748 1.2017 2.2323
H: 0.5517 0.5286 -1.2992
H: 2.6346 1.1892 -2.3343
H: 1.6695 2.6096 -2.1640
H: 2.9928 2.3629 -1.0633
H: 0.8760 2.7112 0.7681
H: -0.0138 2.8900 -0.7525
H: -1.9607 0.2071 -0.9543
H: -3.6267 -0.9360 0.3518
C: -3.6171 -4.3592 -0.3310
Cl: -3.7552 -4.0831 1.4048
Cl: -2.9163 -2.9024 -1.0935
Cl: -2.5565 -5.7240 -0.6437
Cl: -5.2070 -4.6557 -1.0213

Atomic partial charges in e from the Mulliken method, atoms 1 to 4: atom 1 (C): -1.756, atom 2 (C): 0.865, atom 3 (C): -1.544, atom 4 (C): 0.753

# 6
A molecular structure, C7H15IrN6OS. Source: OMol25; level of theory: wB97M-V/def2-TZVPD.

Calculated values
- total energy (eV) = -32137.34041
- multiplicity = 2
- M (g/mol) = 423.522
- max |F| (eV Å⁻¹) = 0.3
- net charge = +3
- ΔE to the lowest compared entry with this formula, charge and spin (kcal/mol) = 7.4

Atoms and positions in Å:
Ir: 0.2067 -0.3341 0.1276
N: -1.6014 -1.6818 0.4474
N: -2.7706 -0.9205 0.6840
C: -2.7475 0.4043 0.6307
N: -3.8242 1.1171 0.8388
S: -1.2540 1.2797 0.2681
H: -1.8068 -2.3241 -0.3190
H: -1.4122 -2.2416 1.2817
H: -3.6175 -1.4303 0.9158
H: -4.7273 0.7024 1.0438
H: -3.8016 2.1293 0.7956
N: 1.8684 -0.1066 3.8285
C: 1.5499 0.0985 2.5900
O: 0.6350 -0.6588 2.0486
C: 2.1472 1.1571 1.7287
C: 1.9367 0.7517 0.2716
H: 1.4167 -0.8349 4.3705
H: 2.5941 0.4360 4.2817
H: 3.1937 1.3429 1.9775
H: 1.6083 2.0861 1.9506
H: 2.6813 -0.0062 -0.0231
H: 2.0039 1.5900 -0.4161
N: 0.7540 -0.9603 -3.9115
C: 0.7831 0.4167 -3.9443
C: 0.5515 0.8296 -2.6775
N: 0.3561 -0.2952 -1.8814
C: 0.4937 -1.3667 -2.6780
H: 0.9033 -1.5738 -4.7046
H: 0.9604 0.9670 -4.8533
H: 0.4952 1.8294 -2.2859
H: 0.4236 -2.4029 -2.3865

Atomic partial charges in e from the Mulliken method, atoms 1 to 4: atom 1 (Ir): 1.400, atom 2 (N): -0.632, atom 3 (N): -0.224, atom 4 (C): 0.845

# 7
C7H15N in the gas phase at a distorted geometry. Source: OMol25; level of theory: wB97M-V/def2-TZVPD.

Calculated values
- total energy (eV) = -8989.66294
- M (g/mol) = 113.204
- max |F| (eV Å⁻¹) = 6.1
- ΔE to the lowest compared entry with this formula, charge and spin (kcal/mol) = 65.2

Atoms and positions in Å:
C: -1.5448 0.6008 -2.8023
C: -1.6731 -0.6075 -1.6924
C: -0.1631 -1.1350 -1.4332
C: 0.7609 -0.2185 -0.7869
N: 2.1372 0.4974 1.8062
C: 0.7050 0.2535 1.6921
C: 0.0070 -0.0226 0.5503
C: -0.0576 0.4695 2.9326
H: -2.2146 1.4967 -2.4120
H: -2.0430 0.3612 -3.7156
H: -0.5572 1.0688 -2.8596
H: -2.0544 -0.1498 -0.7357
H: -2.4060 -1.2895 -2.2499
H: -0.2104 -2.0505 -1.0042
H: 0.2290 -1.1743 -2.4343
H: 1.8349 -0.7853 -0.6773
H: 0.8870 0.8273 -1.1850
H: 2.6554 0.2706 0.8728
H: 2.4933 -0.0838 2.5099
H: -1.0213 0.0524 0.5552
H: 0.5280 0.4052 3.8300
H: -0.3603 1.6225 3.0011
H: -0.9270 -0.0950 3.0994

Atomic partial charges in e from the Mulliken method, atoms 1 to 4: atom 1 (C): -1.074, atom 2 (C): -0.179, atom 3 (C): -1.406, atom 4 (C): 0.148

# 8
2 unconnected molecules or ions with the total composition C7H15N at a distorted geometry. Source: OMol25; level of theory: wB97M-V/def2-TZVPD.

Calculated values
- total energy (eV) = -8985.47459
- M (g/mol) = 113.204
- max |F| (eV Å⁻¹) = 1.6
- ΔE to the lowest compared entry with this formula, charge and spin (kcal/mol) = 161.8

Atoms and positions in Å:
C: 0.6464 2.1393 -2.2980
C: 0.1965 1.5781 -0.9543
C: 0.8897 0.2738 -0.5368
C: 0.2325 -0.4225 0.5861
C: 0.5444 -0.0585 1.9216
N: -0.1087 -0.3913 2.9861
C: -0.9998 -1.2244 0.3587
C: -0.9495 -2.0052 -0.9347
H: 0.3720 1.5041 -3.1428
H: 1.6882 2.4371 -2.4050
H: 0.0499 3.0504 -2.4258
H: 0.3150 2.3831 -0.2254
H: -0.8860 1.4122 -0.9717
H: 1.9235 0.5123 -0.2548
H: 1.0128 -0.3823 -1.4022
H: 1.5750 0.2801 2.0696
H: -1.3895 -0.4031 -2.3379
H: -1.1028 -0.4709 2.7582
H: -1.0950 -1.9211 1.2056
H: -1.9194 -0.6044 0.3484
H: -0.0768 -2.6432 -1.0782
H: -1.9185 -2.4364 -1.1674
H: -0.8907 -1.0576 -1.7825

Atomic partial charges in e from the Mulliken method, atoms 1 to 4: atom 1 (C): -1.307, atom 2 (C): -0.272, atom 3 (C): -1.009, atom 4 (C): 0.612

# 9
A gas-phase ion, C7H15N2 (charge +1) at a distorted geometry. Source: OMol25; level of theory: wB97M-V/def2-TZVPD.

Calculated values
- total energy (eV) = -10471.85954
- M (g/mol) = 127.211
- max |F| (eV Å⁻¹) = 6.1
- net charge = +1
- ΔE to the lowest compared entry with this formula, charge and spin (kcal/mol) = 102.3

Atoms and positions in Å:
C: 0.3182 -1.4344 -0.9408
C: -0.2400 -0.4538 1.5571
C: -0.9541 -1.0631 -1.7655
C: 0.4817 0.8915 1.7990
C: 0.0942 -0.3412 0.1372
C: -2.3996 0.5614 -0.6870
C: 2.4539 0.8257 0.1725
N: -1.0766 0.2350 -1.0868
N: 0.9925 0.8754 0.3918
H: 0.3737 -2.4595 -0.6236
H: 1.3130 -1.5178 -1.4510
H: 0.3138 -1.2145 1.9508
H: -1.3470 -0.4550 1.8786
H: -0.6420 -0.9063 -2.7872
H: -1.7374 -1.7382 -1.5493
H: -0.1884 1.7159 1.9442
H: 1.1309 1.0222 2.5307
H: -2.8442 1.0680 -1.6720
H: -3.1095 -0.2731 -0.3609
H: -2.3513 1.3162 0.2821
H: 2.7258 -0.1701 -0.1329
H: 2.9086 1.4552 -0.5237
H: 2.9659 1.0628 1.0863
H: 0.6769 1.7648 -0.1743

Atomic partial charges in e from the Mulliken method, atoms 1 to 4: atom 1 (C): -0.756, atom 2 (C): -0.325, atom 3 (C): -0.624, atom 4 (C): -0.769

# 10
A gas-phase ion, C7H15N2O (charge +1) at a distorted geometry. Source: OMol25; level of theory: wB97M-V/def2-TZVPD.

Calculated values
- total energy (eV) = -12521.66994
- M (g/mol) = 143.210
- max |F| (eV Å⁻¹) = 6.1
- net charge = +1
- ΔE to the lowest compared entry with this formula, charge and spin (kcal/mol) = 69.1

Atoms and positions in Å:
C: 1.6725 -0.5402 -0.8851
C: -0.7522 1.5344 0.2544
C: 0.6772 1.5773 -0.5318
C: -0.7769 -0.7795 0.7008
C: -0.9234 -2.2520 0.5227
C: -2.3359 0.0304 -0.9815
C: 2.4908 0.5969 1.0159
N: -1.3463 0.2137 0.0712
N: 1.5367 0.5927 -0.1129
O: 2.1839 -1.5787 -0.5596
H: 1.2276 -0.4879 -1.9831
H: -0.9282 1.7883 1.3607
H: -1.4978 2.0653 -0.2692
H: 0.4461 1.5265 -1.5649
H: 1.1370 2.5491 -0.4124
H: -0.0302 -0.5271 1.5244
H: -0.7701 -2.6752 1.5091
H: -0.1635 -2.5552 -0.2269
H: -2.0382 -2.5356 0.3466
H: -2.9661 0.8745 -1.0369
H: -1.8121 -0.1794 -1.9879
H: -2.9064 -0.8893 -0.7440
H: 3.1461 1.4154 1.0226
H: 1.7896 0.5425 1.9947
H: 2.9397 -0.3068 0.9731

Atomic partial charges in e from the Mulliken method, atoms 1 to 4: atom 1 (C): 0.152, atom 2 (C): -0.658, atom 3 (C): -0.751, atom 4 (C): 0.307

# 11
A molecular structure, C7H15N2O5S at a distorted geometry. Source: OMol25; level of theory: wB97M-V/def2-TZVPD.

Calculated values
- total energy (eV) = -31549.69341
- multiplicity = 3
- M (g/mol) = 239.273
- max |F| (eV Å⁻¹) = 5.6
- net charge = -1

Atoms and positions in Å:
C: 2.4518 0.9701 -0.2550
C: -3.2644 -0.0320 0.2516
C: -1.9735 -1.8607 -1.2125
C: -0.6505 -2.0994 1.3007
C: 2.9673 3.2136 0.2109
C: -1.1402 0.5788 -0.8065
C: -1.8912 -0.6426 -0.2423
N: 2.6181 -0.0872 -0.9981
N: -1.2754 -1.0531 1.0185
O: 1.7208 1.0385 0.7544
O: 2.2932 -1.5491 1.1788
O: 2.3431 -2.5063 -1.1591
O: -1.0076 1.6509 0.1279
O: 3.1397 2.0791 -0.6378
S: 1.7529 -1.3551 -0.4597
H: -3.9960 -0.7797 0.1507
H: -3.1236 0.2078 1.2879
H: -3.5333 0.8675 -0.3426
H: -2.2471 -2.7103 -0.6234
H: -0.9445 -1.9616 -1.3889
H: -2.6075 -1.6083 -2.0060
H: -0.2176 -2.8077 0.6361
H: 2.0553 -0.7956 1.7671
H: -0.1210 -2.0899 2.2914
H: 3.1716 3.0308 1.1718
H: 1.8872 3.6192 0.1168
H: 3.5675 3.9267 -0.1611
H: -0.0550 0.3112 -1.0496
H: -1.6272 0.9657 -1.6744
H: -0.2930 1.4787 0.7527

Atomic partial charges in e from the Mulliken method, atoms 1 to 4: atom 1 (C): 1.051, atom 2 (C): -1.846, atom 3 (C): -1.973, atom 4 (C): -1.157

# 12
A gas-phase ion, C7H15N2O5S2 (charge -1) at a distorted geometry. Source: OMol25; level of theory: wB97M-V/def2-TZVPD.

Calculated values
- total energy (eV) = -42384.88168
- M (g/mol) = 271.340
- max |F| (eV Å⁻¹) = 8.1
- net charge = -1
- ΔE to the lowest compared entry with this formula, charge and spin (kcal/mol) = 132.6

Atoms and positions in Å:
C: 1.9786 -1.9607 1.0859
C: 2.0114 -1.4251 -0.4965
N: 1.1680 -0.1861 -0.7089
C: -0.0036 -0.5697 -1.6077
C: -1.0279 -1.6589 -0.9360
S: -2.7525 -0.9738 -0.5638
O: -3.2834 -0.0324 -1.7025
O: -3.7083 -2.2296 -0.6027
N: -2.9213 -0.2961 1.0378
S: -1.6915 0.8923 1.3911
C: -2.2182 2.0540 2.8139
O: -1.4202 1.8005 0.1663
O: -0.4271 0.1479 1.9257
C: 1.9802 0.9361 -1.3810
C: 1.8796 2.5269 -0.9359
O: 2.8085 0.6817 -2.4304
H: 1.0863 -2.7221 1.2650
H: 2.9678 -2.6199 1.1956
H: 1.9616 -1.0410 1.8168
H: 1.6763 -2.3580 -1.1430
H: 3.1632 -1.2716 -0.7365
H: -0.5492 0.3846 -2.0089
H: 0.4880 -1.0992 -2.5568
H: -1.1974 -2.5105 -1.7541
H: -0.6243 -2.2043 0.0169
H: -1.2488 2.6727 3.1133
H: -2.5874 1.3437 3.6953
H: -3.0553 2.8149 2.4887
H: 2.3987 2.7533 0.1064
H: 2.3854 3.2628 -1.7214
H: 0.7629 2.8880 -0.8327

Atomic partial charges in e from the Mulliken method, atoms 1 to 4: atom 1 (C): -0.788, atom 2 (C): -0.527, atom 3 (N): 0.282, atom 4 (C): -0.729

What is the max |F| in the seventh record?
6.1 eV Å⁻¹

Which formula does entry 4 have?
C7H15Cl2N2O3P2

Among the records above, which one has the highest total energy?
number 8